Entry 1:
{
  "formula": "C17H16N3O11Yb",
  "method": "ωB97M-V with the def2-TZVPD basis set",
  "elements": ["Yb", "O", "O", "O", "O", "O", "O", "O", "O", "O", "O", "O", "N", "N", "N", "C", "C", "C", "C", "C", "C", "C", "C", "C", "C", "C", "C", "C", "C", "C", "C", "C", "H", "H", "H", "H", "H", "H", "H", "H", "H", "H", "H", "H", "H", "H", "H", "H"],
  "coordinates": [[-0.594051, -0.656165, -0.087317], [0.063929, 0.609552, 1.967777], [-2.976395, -3.081101, 2.821319], [1.810398, -1.067428, 0.066443], [-3.164994, 2.880074, 0.132109], [-2.484062, -2.165400, -3.692965], [2.028546, 2.582119, -1.564084], [3.628396, -1.336463, 1.369654], [-2.213438, -1.942554, 1.028917], [-1.428173, -1.879700, -1.735367], [-2.213839, 0.854360, 0.297823], [1.077938, -0.646199, -2.322796], [0.743723, 1.489749, 0.011639], [0.241283, -2.152144, 1.794477], [-1.362896, 0.838898, -2.218178], [-2.099086, -2.554419, 2.131182], [-2.464704, 0.005837, -2.697721], [-0.301713, -3.171934, 3.861283], [1.685006, 2.440519, 2.001651], [0.744368, 1.441807, 1.362293], [-0.356207, 1.074966, -3.248679], [1.701596, 2.364483, -0.403031], [1.037240, -3.152044, 4.214097], [1.523898, -2.113316, 2.130780], [2.426191, -1.447757, 1.104754], [0.516755, -0.131670, -3.511454], [-2.107693, -1.476167, -2.747083], [-1.858638, 2.100589, -1.683191], [-0.661825, -2.643853, 2.628427], [2.386604, 3.036465, 0.788921], [-2.483853, 1.949832, -0.300182], [1.973280, -2.612403, 3.342156], [-1.012210, 2.780985, -1.578326], [-0.829936, 1.392387, -4.195377], [1.299722, 0.158109, -4.224606], [-0.039530, -0.956795, -3.957561], [3.447063, 2.784134, 0.742280], [1.098793, 3.157842, 2.577902], [-3.285799, 0.100224, -1.982542], [-2.818497, 0.334504, -3.684885], [3.028442, -2.550064, 3.567846], [2.298371, 4.118480, 0.688819], [1.680430, -0.016302, -1.904465], [0.284577, 1.883136, -2.898452], [-1.080703, -3.567435, 4.497500], [2.345545, 1.913450, 2.689584], [1.353050, -3.548625, 5.173621], [-2.586902, 2.577438, -2.354994]],
  "forces_ev_per_a": [[0.1, 0.0, 0.1], [0.1, 0.1, 0.2], [0.1, 0.0, 0.0], [-0.1, 0.1, 0.1], [0.0, 0.0, -0.1], [-0.1, 0.1, 0.0], [0.0, 0.0, 0.0], [-0.1, 0.0, 0.0], [0.1, 0.2, 0.0], [-0.1, 0.1, -0.2], [0.0, 0.0, -0.1], [-0.1, -0.1, 0.1], [0.2, 0.4, 0.1], [-0.1, 0.1, -0.1], [0.0, -0.1, 0.0], [-0.2, 0.0, -0.2], [-0.1, 0.2, -0.1], [0.0, 0.0, -0.1], [0.0, 0.1, 0.0], [-0.2, -0.3, -0.2], [-0.1, 0.1, 0.0], [-0.1, -0.2, -0.1], [0.1, -0.1, 0.1], [-0.1, -0.1, 0.1], [0.1, 0.0, -0.1], [0.1, -0.1, 0.0], [0.3, -0.5, 0.3], [0.0, 0.1, -0.2], [0.1, -0.1, 0.1], [0.1, 0.0, 0.0], [0.0, -0.2, 0.3], [0.0, 0.0, 0.0], [0.0, 0.0, 0.0], [0.0, 0.0, 0.0], [0.0, 0.0, 0.0], [0.0, 0.0, 0.0], [0.0, 0.0, 0.0], [0.0, 0.0, 0.0], [0.0, 0.0, 0.0], [0.0, 0.0, 0.0], [0.0, 0.0, 0.0], [0.0, 0.0, 0.0], [0.1, 0.1, 0.0], [0.0, 0.0, 0.0], [0.0, 0.0, 0.0], [0.0, 0.0, 0.0], [0.0, 0.0, 0.0], [0.0, 0.0, 0.0]],
  "spin_multiplicity": 2,
  "relative_energy_ev": 0.0000,
  "max_force_ev_per_a": 0.6,
  "total_energy_ev": -76422.1177,
  "s_squared": 0.751,
  "total_charge": -2,
  "homo_energy_ev": [-3.6, -3.6],
  "homo_lumo_gap_ev": [8.50, 8.50],
  "lumo_ev": [4.880, 4.880]
}

***

Entry 2:
{
  "formula": "C17H16N3O9SW",
  "method": "ωB97M-V with the def2-TZVPD basis set",
  "elements": ["W", "S", "O", "O", "O", "O", "O", "O", "O", "O", "O", "N", "N", "N", "C", "C", "C", "C", "C", "C", "C", "C", "C", "C", "C", "C", "C", "C", "C", "C", "C", "H", "H", "H", "H", "H", "H", "H", "H", "H", "H", "H", "H", "H", "H", "H", "H"],
  "coordinates": [[10.510844, 9.865851, 10.120532], [8.838661, 8.261164, 9.869323], [11.817565, 8.792768, 11.187041], [10.094430, 11.082869, 8.825674], [17.268459, 11.898725, 6.643675], [9.609660, 10.470467, 11.853624], [11.352775, 11.629734, 11.192649], [10.403159, 12.305201, 6.948653], [15.309540, 10.730368, 6.061671], [11.365462, 9.846592, 13.899647], [13.214266, 7.462010, 12.176406], [7.560178, 6.708619, 8.294575], [9.811029, 6.895689, 7.696349], [12.103374, 9.594566, 8.412849], [11.248750, 11.200841, 13.549970], [12.070008, 10.740568, 7.650742], [8.323303, 5.664480, 6.353538], [10.641954, 11.228848, 12.156913], [7.256307, 5.982212, 7.205159], [8.832769, 7.167136, 8.527402], [14.305432, 9.113600, 7.577579], [13.147021, 8.773991, 8.301613], [16.341878, 11.284963, 6.414859], [10.799408, 11.538947, 7.749005], [5.797956, 5.524272, 7.074635], [13.170680, 11.186676, 6.938711], [12.440233, 8.493732, 12.193075], [12.539222, 9.198941, 13.493043], [10.761957, 5.949204, 5.747715], [9.559781, 6.153648, 6.618880], [14.221569, 10.316493, 6.929956], [5.779025, 4.491311, 7.312734], [11.234608, 6.867927, 5.541156], [13.051515, 7.865232, 8.875849], [13.410701, 9.872613, 13.437045], [13.245357, 6.967994, 11.325682], [10.588467, 5.517839, 4.756254], [6.824870, 6.957063, 8.930845], [12.768596, 8.460371, 14.231598], [12.212618, 11.720062, 13.577752], [15.154872, 8.469281, 7.483144], [11.396940, 5.288609, 6.319464], [5.542096, 5.775460, 6.043499], [8.030557, 5.105829, 5.485760], [10.545600, 11.670726, 14.230074], [13.094018, 12.018474, 6.340742], [5.121442, 6.059251, 7.715753]],
  "forces_ev_per_a": [[-1.0, 0.0, 0.7], [0.5, 0.7, 0.6], [-0.7, 0.4, -1.2], [-0.4, 1.0, -0.9], [-1.2, -1.2, -0.3], [0.7, 0.4, -0.2], [0.0, -0.5, -0.1], [0.3, 0.3, 0.1], [1.4, 0.0, -0.3], [0.3, -0.4, 0.0], [0.4, -0.7, -0.3], [0.9, -0.2, -0.6], [-0.2, 0.9, 1.7], [-0.4, 1.2, -0.7], [-0.9, 0.6, 0.0], [0.8, -0.6, 1.1], [-2.6, -0.2, 0.1], [0.9, -0.8, -0.5], [-0.4, -0.5, 0.7], [-0.3, -0.3, -1.1], [-1.0, 0.1, -0.1], [0.2, 0.5, 0.3], [0.8, 1.3, 0.0], [-0.4, -0.8, -0.2], [1.8, 1.5, -0.9], [-1.1, -2.3, 0.9], [1.5, -1.1, 0.8], [-0.6, 1.1, 0.5], [-1.0, -1.2, -0.4], [1.2, 0.1, -1.0], [0.0, -0.1, 0.4], [-0.3, -1.1, -0.2], [0.7, 1.2, 0.2], [0.3, -0.2, -0.2], [-0.1, -0.1, -0.1], [-0.2, 0.3, 0.5], [-0.4, -0.2, 0.4], [-0.3, 0.2, 0.4], [0.2, -0.5, 0.5], [-0.3, 0.0, -0.2], [0.3, -0.3, 0.1], [0.6, -0.2, 0.0], [-0.4, -0.6, 0.0], [0.5, -0.2, -0.4], [0.0, 0.0, 0.4], [0.0, 2.0, -1.2], [-0.1, 0.3, 0.4]],
  "relative_energy_ev": 0.8372,
  "max_force_ev_per_a": 2.7,
  "total_energy_ev": -53419.3160,
  "total_charge": 3,
  "homo_energy_ev": [-16.9, -16.9],
  "homo_lumo_gap_ev": [6.93, 6.71],
  "lumo_ev": [-10.014, -10.172]
}

***

Entry 3:
{
  "formula": "C17H16N4O5S2TeV",
  "method": "ωB97M-V with the def2-TZVPD basis set",
  "elements": ["Te", "V", "S", "S", "O", "O", "O", "O", "O", "N", "N", "N", "N", "C", "C", "C", "C", "C", "C", "C", "C", "C", "C", "C", "C", "C", "C", "C", "C", "C", "H", "H", "H", "H", "H", "H", "H", "H", "H", "H", "H", "H", "H", "H", "H", "H"],
  "coordinates": [[0.671208, -2.582593, -0.136214], [-0.130803, -0.172823, 0.143958], [1.175379, 2.737007, 9.033998], [0.080556, 0.982046, -2.010758], [-2.104538, -0.205593, -0.475099], [0.472773, 2.332646, 10.243390], [1.682127, 0.628910, 0.780371], [1.759855, 4.070375, 9.099388], [2.059948, 1.723716, 8.490806], [-0.702460, 0.287566, 2.052378], [-1.122931, 3.804538, 8.159872], [-2.374604, -0.053682, -1.750606], [-0.089373, 2.257535, 6.677303], [-1.694863, 1.214418, 2.257069], [-3.089962, 0.289260, -4.387717], [0.146362, 0.074303, 3.116312], [2.898423, 0.552153, 0.672913], [-3.605744, -0.407062, -2.171526], [-0.161872, 2.941205, 7.803600], [3.723430, 1.251280, 1.713446], [-2.117155, 3.325032, 6.042034], [-2.085777, 3.970484, 7.255812], [-1.842602, 0.651483, -3.944435], [-3.997444, -0.251959, -3.473092], [-1.863851, 1.894482, 3.423525], [-0.971024, 1.701807, 4.518193], [-1.456265, 0.494604, -2.602677], [3.533499, -0.186127, -0.448457], [-1.065858, 2.434449, 5.755255], [0.052465, 0.736676, 4.302179], [0.742708, 0.531320, 5.109350], [0.905055, -0.682031, 2.961252], [3.383714, 0.953162, 2.706508], [4.609782, -0.284630, -0.310338], [-4.991453, -0.559138, -3.763311], [-2.350793, 1.388319, 1.412827], [-2.671330, 2.611589, 3.483989], [-3.360810, 0.417739, -5.427206], [3.329135, 0.343830, -1.382242], [4.784699, 1.040498, 1.598176], [3.035926, -1.164191, -0.541553], [-2.877507, 4.666114, 7.528158], [-2.928632, 3.495259, 5.348983], [3.557240, 2.327278, 1.639775], [-1.110442, 1.073915, -4.617375], [-4.233436, -0.828223, -1.401569]],
  "forces_ev_per_a": [[-0.1, 0.0, 0.0], [-0.3, -0.2, 0.1], [0.0, 0.0, 0.0], [-0.2, 0.0, 0.1], [0.2, 0.0, 0.1], [0.0, 0.0, 0.0], [0.4, 0.0, -0.1], [0.0, 0.1, 0.0], [0.0, 0.0, 0.0], [0.0, 0.2, -0.4], [0.0, 0.0, -0.1], [0.1, 0.2, -0.2], [0.0, 0.0, 0.1], [0.1, -0.2, 0.1], [0.1, 0.0, 0.1], [0.0, 0.1, 0.2], [-0.3, 0.2, 0.1], [-0.2, -0.1, 0.0], [0.0, 0.0, 0.0], [0.2, 0.0, 0.0], [0.0, 0.0, -0.1], [0.0, 0.0, 0.1], [-0.1, 0.0, -0.1], [0.0, 0.0, 0.0], [0.1, 0.1, 0.0], [0.0, 0.0, 0.0], [0.2, 0.1, 0.1], [0.2, -0.1, -0.1], [0.0, 0.0, 0.0], [-0.1, 0.0, 0.0], [0.0, 0.0, 0.0], [0.0, 0.0, -0.1], [0.0, 0.0, 0.0], [0.0, 0.0, -0.1], [0.0, 0.0, 0.0], [0.0, 0.0, 0.0], [0.0, 0.0, 0.0], [0.0, 0.0, 0.0], [0.0, 0.0, 0.0], [0.0, 0.0, 0.1], [0.0, 0.0, 0.1], [0.0, 0.0, 0.0], [0.0, 0.0, 0.0], [0.0, 0.0, 0.0], [0.0, 0.0, 0.0], [0.1, 0.0, 0.1]],
  "spin_multiplicity": 4,
  "relative_energy_ev": 0.0172,
  "max_force_ev_per_a": 0.4,
  "total_energy_ev": -88739.3489,
  "s_squared": 3.855,
  "total_charge": -2,
  "homo_energy_ev": [-0.1, -1.8],
  "homo_lumo_gap_ev": [3.74, 5.42],
  "lumo_ev": [3.618, 3.612]
}

***

Entry 4:
{
  "formula": "C17H16NO3",
  "method": "ωB97M-V with the def2-TZVPD basis set",
  "elements": ["O", "O", "O", "N", "C", "C", "C", "C", "C", "C", "C", "C", "C", "C", "C", "C", "C", "C", "C", "C", "C", "H", "H", "H", "H", "H", "H", "H", "H", "H", "H", "H", "H", "H", "H", "H", "H"],
  "coordinates": [[3.155625, -3.104337, -1.236770], [-3.760391, 1.303335, 2.969339], [3.914749, -3.485686, 0.947819], [0.203089, -0.179375, -2.289677], [1.531839, -1.306941, -0.644779], [-0.778821, 1.074961, 1.072760], [1.123029, -1.081747, -1.966819], [2.515216, -2.257249, -0.373764], [-0.072755, 0.349891, 0.056684], [-1.354711, 1.555444, -1.644957], [-0.051210, 0.024083, -3.727575], [-1.752526, 2.003699, 0.701032], [2.450599, -1.792797, 2.022346], [-2.021924, 2.246868, -0.639779], [-2.366585, 2.872530, 1.782043], [4.041520, -3.935469, -0.418647], [-3.814060, 2.423796, 2.058935], [1.415307, -0.863742, 1.754415], [-0.379639, 0.572232, -1.342661], [2.988024, -2.490655, 0.921363], [0.938742, -0.581560, 0.404965], [-4.384568, 3.271365, 2.432976], [-2.407942, 3.923573, 1.483361], [-1.646015, 1.808675, -2.640500], [1.547708, -1.766797, -2.751547], [-4.365588, 2.061920, 1.169950], [-1.814631, 2.863888, 2.719908], [5.081368, -3.839501, -0.748395], [0.585713, -0.579431, -4.365956], [-0.526420, 0.915799, 2.139613], [0.090448, 1.097752, -3.986537], [-1.083807, -0.332021, -3.931363], [3.797023, -5.018062, -0.483943], [0.982686, -0.274564, 2.548410], [-3.788203, 1.584138, 3.898173], [2.814884, -2.026422, 3.015228], [-2.807773, 2.962408, -0.905650]],
  "forces_ev_per_a": [[0.1, -0.2, 0.4], [-0.4, 0.3, -0.1], [-0.3, 0.3, -0.7], [2.5, -1.8, -1.6], [0.0, -0.1, -0.9], [0.0, 0.0, -1.2], [0.1, -1.0, -0.7], [1.4, -1.1, 1.6], [-1.0, 0.8, 0.0], [-0.3, 0.1, 0.8], [-1.3, 0.5, -0.4], [1.5, 0.3, 1.9], [-0.8, 0.4, -1.3], [0.1, -0.6, -0.9], [-1.1, 0.0, -0.8], [0.1, -0.4, 0.1], [0.2, -0.6, 0.7], [0.3, 0.0, -1.3], [-1.7, 1.7, 2.9], [-1.1, 0.6, -0.4], [1.4, -1.1, 2.2], [-0.1, -0.1, 0.4], [0.2, -0.1, -0.3], [0.1, -0.2, -0.6], [-0.6, 1.2, 0.6], [0.6, 0.2, 0.3], [0.1, -0.3, -0.1], [-0.2, 0.5, 0.0], [0.4, 0.0, 0.4], [-0.3, 0.2, -1.0], [-0.3, -0.8, 0.2], [0.5, 0.6, 0.0], [-0.4, 0.8, 0.0], [0.2, -0.3, 0.2], [0.0, 0.1, -0.6], [-0.2, 0.2, 0.0], [0.5, -0.2, 0.0]],
  "relative_energy_ev": 0.0000,
  "max_force_ev_per_a": 3.8,
  "smiles": "C[n+]1cc2c3c(ccc2c2cc(CCO)ccc21)OCO3",
  "total_energy_ev": -25514.3879,
  "total_charge": 1,
  "homo_energy_ev": -11.1,
  "homo_lumo_gap_ev": 6.85,
  "lumo_ev": -4.294
}